The following is a DFT calculation (ωB97M-V/def2-TZVPD) of an isolated molecule of C5H5NO3S at a distorted geometry.

## Properties
- strongest force on any atom (eV Å⁻¹) = 4.812
- gap between HOMO and LUMO (eV) = 9.73
- M (g/mol) = 159.17
- SMILES = O=S1(=O)NCc2occc21
- E_HOMO (eV) = -9.1
- ΔE to the lowest compared entry with this formula, charge and spin (kJ/mol) = 199.1
- calculated total energy (Eh) = -872.09971

Structure (ORCA input):
```
! RIJCOSX wB97M-V def2-TZVPD def2/J DEFGRID3
* xyz 0 1
C 1.6874 0.2534 1.0814
C 2.3788 0.4869 -0.0376
C 0.3751 -0.0012 0.7230
C 0.3702 0.1969 -0.6847
C -0.8591 -0.0990 -1.3895
N -1.5642 -1.0292 -0.4792
O -1.4204 -1.4966 2.0800
O -1.8964 0.8369 1.2787
O 1.5423 0.4681 -1.1186
S -1.3050 -0.4756 1.0699
H 2.0280 0.4584 2.0834
H 3.3407 1.0175 -0.0934
H -1.5024 0.8885 -1.4623
H -0.6432 -0.5013 -2.4203
H -2.5317 -1.0037 -0.6309
*
```

Results of the Mulliken charge analysis, in e, for atoms 1 through 8: -0.41, -0.39, 0.29, 0.10, -0.27, -0.43, -0.61, -0.59